Record 1
Formula: C26H62N4O14Sr
Source: the OMol25 dataset
Level of theory: ωB97M-V/def2-TZVPD

LUMO energy (spin up / spin down) in eV: -2.4 / -6.8
Molecular weight in u: 742.42
Expectation value of S²: 0.75
2S+1: 2
Total charge: +1

Each line ends with the Mulliken spin population.
Element x y z (Å)
Sr1 1.514 -2.489 -1.480  0.000
O1 3.607 0.854 -2.362  -0.001
C1 4.122 -0.310 -2.776  -0.001
O2 3.611 -1.419 -2.453  0.000
O3 5.103 -0.363 -3.538  0.003
H1 2.996 0.429 -1.755  0.004
O4 1.273 0.593 1.569  0.000
C2 1.191 -0.238 0.557  0.001
O5 0.814 -1.336 0.852  0.000
O6 1.555 -0.043 -0.583  0.007
H2 0.798 -0.112 2.014  0.000
C3 4.836 0.765 5.016  0.000
O7 3.893 -0.267 5.172  0.000
C4 3.271 -0.727 4.017  0.000
C5 4.301 -1.469 3.151  0.000
N1 4.866 -2.590 3.922  0.000
C6 4.384 -3.807 3.338  0.000
C7 2.872 -4.028 3.692  0.000
O8 2.651 -3.839 5.168  0.000
C8 1.424 -4.335 5.550  0.000
H3 5.527 1.026 5.818  0.000
H4 4.365 1.744 5.107  0.000
H5 5.238 0.952 4.021  0.000
H6 2.896 0.033 3.333  0.000
H7 2.394 -1.309 4.303  0.000
H8 5.125 -0.815 2.863  0.000
H9 3.832 -1.596 2.176  0.000
H10 4.548 -2.480 4.874  0.000
H11 5.029 -4.647 3.597  0.000
H12 4.400 -3.883 2.250  0.000
H13 2.606 -5.059 3.462  0.000
H14 2.244 -3.456 3.009  0.000
H15 1.288 -5.407 5.412  0.000
H16 0.607 -3.836 5.030  0.000
H17 1.279 -4.161 6.616  0.000
C9 -2.203 0.398 1.316  0.000
O9 -3.427 0.331 0.548  0.000
C10 -4.034 -0.914 0.661  0.000
C11 -5.538 -0.671 0.353  0.000
N2 -6.114 0.313 1.246  0.000
C12 -7.407 0.568 0.772  0.000
C13 -8.120 1.728 1.624  0.000
O10 -7.687 3.100 1.389  0.000
C14 -7.901 3.541 0.105  0.000
H18 -1.627 1.298 1.102  0.000
H19 -1.602 -0.469 1.042  0.000
H20 -2.497 0.623 2.341  0.000
H21 -3.952 -1.266 1.689  0.000
H22 -3.548 -1.665 0.038  0.000
H23 -6.086 -1.596 0.537  0.000
H24 -5.668 -0.242 -0.640  0.000
H25 -5.504 1.118 1.259  0.000
H26 -7.995 -0.349 0.778  0.000
H27 -7.492 0.850 -0.277  0.000
H28 -7.971 1.579 2.694  0.000
H29 -9.164 1.541 1.375  0.000
H30 -7.268 4.398 -0.127  0.000
H31 -8.910 3.953 0.126  0.000
H32 -7.705 2.830 -0.697  0.000
C15 -1.399 3.372 -2.737  0.001
O11 -0.298 2.881 -3.558  0.005
C16 0.720 2.199 -2.815  0.026
C17 1.353 3.090 -1.744  0.069
N3 1.905 4.395 -2.077  0.797
C18 2.866 4.925 -1.020  0.020
C19 3.234 6.460 -1.346  0.007
O12 4.149 6.468 -2.522  0.005
C20 4.548 7.775 -3.065  0.000
H33 -2.004 2.466 -2.705  0.000
H34 -1.828 4.310 -3.089  0.000
H35 -1.147 3.760 -1.750  0.000
H36 1.542 1.982 -3.497  0.000
H37 0.280 1.301 -2.383  -0.009
H38 2.162 2.536 -1.270  0.024
H39 0.652 3.292 -0.934  0.031
H40 2.135 4.432 -3.059  -0.021
H41 3.734 4.266 -0.994  0.018
H42 2.403 4.962 -0.034  0.011
H43 3.561 7.188 -0.603  0.000
H44 2.317 6.868 -1.772  0.001
H45 5.192 7.689 -3.940  0.000
H46 5.239 8.026 -2.260  0.000
H47 3.723 8.488 -3.067  0.000
C21 0.355 -6.586 -1.298  0.000
O13 0.012 -5.279 -1.455  0.000
C22 -1.372 -5.092 -1.224  0.000
C23 -1.683 -3.757 -1.920  0.000
N4 -1.086 -2.529 -1.259  0.000
C24 -1.575 -1.269 -1.960  -0.001
C25 -0.994 -1.158 -3.383  0.000
O14 0.399 -1.067 -3.310  0.000
C26 0.912 -1.048 -4.644  0.000
H48 -0.246 -7.144 -0.580  0.000
H49 1.435 -6.729 -1.253  0.000
H50 0.162 -7.060 -2.261  0.000
H51 -1.654 -4.953 -0.180  0.000
H52 -2.039 -5.819 -1.689  0.000
H53 -2.771 -3.783 -1.980  0.000
H54 -1.358 -3.856 -2.955  0.000
H55 -1.256 -2.494 -0.264  0.000
H56 -1.313 -0.387 -1.376  0.001
H57 -2.656 -1.142 -2.018  0.000
H58 -1.280 -0.239 -3.893  0.000
H59 -1.311 -1.899 -4.117  0.000
H60 0.783 -0.062 -5.090  0.000
H61 0.491 -1.843 -5.260  0.000
H62 1.969 -1.311 -4.586  0.000

***

Record 2
Formula: C26H65BaN4O9Zn
Source: the OMol25 dataset
Level of theory: ωB97M-V/def2-TZVPD

LUMO energy (spin up / spin down) in eV: -5.0 / -5.5
Molecular weight in u: 780.54
Expectation value of S²: 0.75
2S+1: 2
Total charge: +2

Each line ends with the Mulliken spin population.
Element x y z (Å)
Ba1 -5.815 -9.534 3.517  0.212
Zn1 -4.485 -11.738 0.628  0.792
C1 -7.661 -12.885 3.596  -0.008
C2 -7.317 -12.628 2.156  0.065
O1 -6.191 -11.793 1.854  -0.016
H1 -6.891 -13.430 4.142  -0.003
H2 -8.620 -13.401 3.642  0.003
H3 -7.844 -11.952 4.128  0.002
H4 -8.183 -12.208 1.644  0.004
H5 -7.110 -13.578 1.665  0.011
C3 -10.378 -6.955 6.486  0.000
O2 -10.349 -7.607 5.180  0.000
C4 -10.085 -9.062 5.361  0.000
C5 -9.726 -9.697 3.911  0.001
N1 -8.657 -8.907 3.209  0.004
C6 -8.913 -8.951 1.757  0.003
C7 -7.624 -8.277 0.925  -0.083
O3 -6.936 -7.286 1.599  0.010
C8 -6.778 -6.072 0.924  -0.001
H6 -10.851 -5.980 6.368  0.000
H7 -9.334 -6.769 6.736  0.000
H8 -10.900 -7.516 7.262  0.000
H9 -10.792 -9.715 5.873  0.000
H10 -9.125 -9.012 5.875  0.001
H11 -10.702 -9.631 3.430  0.000
H12 -9.647 -10.780 4.005  0.000
H13 -8.927 -8.031 3.633  0.000
H14 -9.794 -8.334 1.577  0.002
H15 -9.282 -9.909 1.392  0.001
H16 -7.887 -8.038 -0.106  -0.005
H17 -6.982 -9.145 0.780  0.089
H18 -5.800 -5.791 1.317  0.000
H19 -7.587 -5.382 1.163  0.000
H20 -6.713 -6.061 -0.164  0.000
C9 -4.179 -12.623 5.232  0.001
O4 -3.859 -11.358 4.541  -0.103
C10 -2.647 -10.857 5.118  -0.008
C11 -2.502 -9.366 4.547  0.014
N2 -3.703 -8.630 4.950  0.001
C12 -3.590 -7.176 4.946  0.000
C13 -4.896 -6.493 5.326  0.001
O5 -5.869 -6.721 4.316  0.009
C14 -6.963 -5.902 4.584  -0.001
H21 -3.351 -13.245 5.574  0.000
H22 -4.742 -13.276 4.565  0.003
H23 -4.804 -12.382 6.092  0.002
H24 -1.853 -11.577 4.919  0.000
H25 -2.886 -10.715 6.172  0.001
H26 -2.351 -9.275 3.471  0.021
H27 -1.609 -9.063 5.093  -0.001
H28 -4.034 -8.902 5.864  -0.001
H29 -3.267 -6.847 3.959  -0.001
H30 -2.922 -6.792 5.717  0.000
H31 -4.741 -5.420 5.443  0.000
H32 -5.035 -6.925 6.317  0.000
H33 -7.867 -6.047 3.991  0.000
H34 -6.769 -4.830 4.545  0.000
H35 -7.307 -6.264 5.553  0.000
C15 -12.510 -14.910 -3.370  0.000
O6 -12.443 -13.685 -4.172  0.000
C16 -13.167 -12.581 -3.686  0.000
C17 -12.497 -11.874 -2.472  0.000
N3 -13.116 -10.604 -2.218  0.000
C18 -12.928 -10.068 -0.856  0.000
C19 -11.470 -9.843 -0.412  0.000
O7 -10.622 -11.005 -0.297  0.000
C20 -11.033 -11.958 0.664  0.000
H36 -12.011 -14.746 -2.415  0.000
H37 -11.950 -15.701 -3.868  0.000
H38 -13.491 -15.351 -3.191  0.000
H39 -14.105 -13.003 -3.326  0.000
H40 -13.429 -11.827 -4.427  0.000
H41 -11.423 -11.746 -2.609  0.000
H42 -12.482 -12.352 -1.493  0.000
H43 -12.950 -9.849 -2.869  0.000
H44 -13.377 -10.800 -0.185  0.000
H45 -13.482 -9.130 -0.827  0.000
H46 -11.410 -9.500 0.620  0.000
H47 -10.952 -9.097 -1.014  0.000
H48 -12.061 -12.320 0.683  0.000
H49 -10.923 -11.504 1.649  0.000
H50 -10.418 -12.834 0.870  0.000
C21 -5.189 -16.802 3.178  0.000
O8 -4.347 -15.703 2.713  0.001
C22 -3.676 -15.931 1.533  0.008
C23 -3.888 -14.637 0.701  0.006
N4 -3.675 -13.403 1.503  -0.007
C24 -2.312 -13.204 1.867  0.048
C25 -1.517 -12.737 0.623  -0.027
O9 -2.333 -11.793 -0.021  -0.096
C26 -1.924 -11.362 -1.218  -0.026
H51 -4.569 -17.429 3.819  0.000
H52 -5.828 -17.299 2.448  0.000
H53 -5.837 -16.219 3.831  0.000
H54 -4.167 -16.643 0.869  0.000
H55 -2.634 -16.097 1.804  0.001
H56 -4.938 -14.627 0.408  -0.007
H57 -3.243 -14.759 -0.169  0.000
H58 -4.274 -13.656 2.276  0.033
H59 -1.933 -14.008 2.498  0.003
H60 -2.259 -12.340 2.528  0.020
H61 -1.232 -13.535 -0.062  0.000
H62 -0.640 -12.173 0.942  -0.005
H63 -2.746 -10.726 -1.546  0.024
H64 -1.674 -12.216 -1.848  0.000
H65 -1.096 -10.656 -1.153  0.007